Entry 1:
Formula: C31H25BCl6N9O6Ti
Source: the OMol25 dataset
Level of theory: ωB97M-V/def2-TZVPD

Last column: Mulliken charge in e.
Atoms and positions in Å:
Ti (-0.805, 1.036, 0.022)  -1.04
C (-0.929, 3.424, -2.780)  -1.31
C (0.307, 2.616, -2.560)  0.62
C (1.563, 2.808, -3.150)  -1.74
C (2.343, 1.778, -2.673)  -0.10
N (1.581, 1.013, -1.881)  0.19
N (0.337, 1.528, -1.786)  0.89
B (1.935, -0.246, -1.055)  -0.32
N (2.159, 0.210, 0.388)  0.61
C (3.284, 0.390, 1.103)  -0.03
C (2.941, 1.026, 2.273)  -1.75
C (1.553, 1.227, 2.192)  0.35
C (0.658, 1.841, 3.216)  -1.19
N (1.100, 0.740, 1.044)  1.02
N (0.737, -1.226, -1.105)  1.15
C (0.741, -2.499, -1.545)  -0.06
C (-0.512, -3.026, -1.340)  -1.81
C (-1.255, -1.990, -0.755)  0.27
C (-2.675, -2.055, -0.304)  -1.29
N (-0.489, -0.911, -0.630)  1.01
N (3.141, -0.959, -1.670)  0.65
C (3.345, -1.158, -2.994)  -0.32
C (4.349, -2.085, -3.131)  -1.32
C (4.704, -2.418, -1.805)  0.71
C (5.710, -3.421, -1.339)  -1.33
N (3.966, -1.742, -0.942)  -1.13
H (-0.679, 4.358, -3.284)  0.42
H (-1.631, 2.867, -3.403)  0.21
H (-1.421, 3.641, -1.833)  0.11
H (1.859, 3.616, -3.798)  0.41
H (3.382, 1.547, -2.841)  0.69
H (4.229, 0.032, 0.735)  0.57
H (3.597, 1.329, 3.072)  0.46
H (1.168, 2.668, 3.710)  0.41
H (-0.255, 2.208, 2.757)  -0.04
H (0.382, 1.098, 3.968)  0.24
H (1.623, -2.952, -1.967)  0.40
H (-0.851, -4.021, -1.574)  0.48
H (-2.764, -2.760, 0.526)  0.34
H (-3.021, -1.083, 0.034)  -0.02
H (-3.315, -2.403, -1.117)  0.39
H (2.752, -0.647, -3.735)  0.58
H (4.776, -2.471, -4.043)  0.39
H (6.601, -3.406, -1.968)  0.34
H (5.993, -3.209, -0.309)  0.37
H (5.288, -4.427, -1.375)  0.23
O (-2.901, -5.300, 4.720)  -0.59
C (-2.333, -4.371, 5.278)  0.16
O (-2.134, -4.017, 6.442)  -0.46
C (-1.604, -3.338, 4.267)  0.86
C (-0.380, -3.762, 3.710)  -1.30
C (0.208, -2.874, 2.792)  -0.22
N (-0.313, -1.722, 2.456)  0.17
C (-1.506, -1.325, 2.981)  0.71
C (-2.168, -2.155, 3.962)  -1.00
C (-2.187, -0.116, 2.538)  -0.22
O (-3.223, 0.269, 3.097)  -0.85
O (-1.663, 0.562, 1.499)  0.33
H (0.080, -4.709, 3.957)  0.37
H (1.158, -3.134, 2.328)  0.43
H (-3.100, -1.783, 4.367)  0.50
Cl (0.101, 5.516, 2.460)  -0.26
C (0.102, 5.275, 0.687)  -0.80
C (0.450, 3.811, 0.346)  0.54
O (1.618, 3.563, 0.067)  -0.63
O (-0.567, 3.032, 0.370)  -0.22
H (0.852, 5.941, 0.275)  0.43
H (-0.895, 5.523, 0.335)  0.23
Cl (-3.435, 2.797, 0.947)  -0.19
C (-3.723, 1.857, -0.476)  0.97
C (-2.620, 1.230, -1.110)  -1.25
C (-2.985, 0.625, -2.335)  1.34
Cl (-1.763, -0.083, -3.365)  -0.18
C (-4.287, 0.546, -2.822)  -0.17
Cl (-4.646, -0.268, -4.311)  -0.24
C (-5.331, 1.119, -2.110)  0.47
Cl (-6.960, 0.985, -2.664)  -0.24
C (-5.034, 1.805, -0.939)  -0.16
Cl (-6.312, 2.613, -0.097)  -0.25

total charge	-2
2S+1	4
⟨S²⟩	3.777
gap between HOMO and LUMO (alpha / beta)	3.7 / 5.1	eV
energy above the lowest of the compared OMol25 structures with the same formula, charge and spin	1.006	eV

***

Entry 2:
Formula: C31H25Br2N5O2STl
Source: the OMol25 dataset
Level of theory: ωB97M-V/def2-TZVPD

Last column: Mulliken charge in e.
Atoms and positions in Å:
Tl (0.605, 0.328, 0.386)  0.94
O (-1.992, -3.398, 1.779)  -0.69
C (-1.532, -2.298, 1.973)  -0.52
N (-1.743, -1.246, 1.066)  0.61
C (-2.909, -0.812, 0.791)  0.73
C (-4.137, -1.209, 1.473)  -0.79
C (-5.319, -0.807, 0.998)  -0.63
C (-5.424, 0.029, -0.193)  -0.64
C (-4.351, 0.494, -0.845)  -0.89
C (-3.015, 0.169, -0.362)  0.77
N (-1.906, 0.592, -0.839)  0.19
C (-1.838, 1.547, -1.873)  -0.13
O (-2.550, 2.517, -1.954)  -0.57
C (-0.716, 1.297, -2.838)  0.39
C (-0.746, 1.923, -4.074)  -0.59
C (0.291, 1.674, -4.960)  -0.62
C (1.313, 0.829, -4.566)  -0.86
C (1.264, 0.267, -3.298)  -0.59
N (0.268, 0.485, -2.448)  0.57
C (-0.580, -2.006, 3.089)  0.66
C (-0.249, -3.021, 3.972)  -0.54
C (0.623, -2.725, 5.007)  -0.49
C (1.116, -1.434, 5.113)  -0.56
C (0.722, -0.489, 4.176)  -0.33
N (-0.110, -0.762, 3.176)  -0.29
H (-4.064, -1.857, 2.335)  0.53
H (-6.234, -1.113, 1.489)  0.42
H (-6.414, 0.289, -0.545)  0.42
H (-4.451, 1.145, -1.699)  0.49
H (-1.567, 2.583, -4.318)  0.57
H (0.301, 2.137, -5.938)  0.47
H (2.145, 0.609, -5.222)  0.52
H (2.063, -0.376, -2.948)  0.55
H (-0.672, -4.006, 3.835)  0.48
H (0.912, -3.486, 5.719)  0.45
H (1.795, -1.157, 5.908)  0.41
H (1.092, 0.529, 4.228)  0.46
Br (4.162, 0.562, -0.820)  -0.11
C (4.208, 2.478, -1.066)  -0.51
Br (2.498, 3.233, -1.514)  -0.08
H (4.892, 2.686, -1.876)  0.36
H (4.538, 2.919, -0.135)  0.36
N (1.409, -2.166, 0.331)  -0.34
S (1.990, -3.156, -0.801)  -0.15
C (0.840, -2.947, -2.140)  0.51
C (1.287, -3.225, -3.423)  -0.49
C (0.414, -3.078, -4.491)  -0.65
C (-0.891, -2.663, -4.265)  -0.73
C (-1.326, -2.393, -2.974)  -0.52
C (-0.461, -2.531, -1.901)  0.24
C (1.617, -4.848, -0.353)  0.60
C (0.443, -5.178, 0.306)  0.02
C (0.212, -6.502, 0.638)  -0.86
C (1.148, -7.478, 0.310)  -0.47
C (2.321, -7.135, -0.344)  -0.59
C (2.564, -5.808, -0.676)  -0.47
H (2.190, -2.034, 0.975)  0.18
H (2.309, -3.547, -3.587)  0.44
H (0.753, -3.287, -5.497)  0.43
H (-1.572, -2.550, -5.099)  0.45
H (-2.346, -2.073, -2.802)  0.48
H (-0.781, -2.298, -0.894)  0.09
H (-0.278, -4.415, 0.567)  0.16
H (-0.702, -6.772, 1.150)  0.49
H (0.961, -8.511, 0.572)  0.40
H (3.051, -7.895, -0.590)  0.39
H (3.482, -5.524, -1.176)  0.44

total charge	+1
gap between HOMO and LUMO	6.7	eV